3 unconnected molecules or ions with the total composition C14H31FO8S. Source: the Open Molecules 2025 dataset; level of theory: ωB97M-V/def2-TZVPD.

```
! wB97M-V def2-TZVPD RIJCOSX def2/J DEFGRID3
* xyz 0 1
O -3.904 1.454 -2.541
C -2.742 1.614 -2.773
O -2.050 0.880 -3.677
C -2.010 1.366 -5.027
C -2.045 2.880 -5.143
F -1.953 3.163 -6.500
O -1.999 2.537 -2.125
C -0.812 2.060 -1.468
C 0.379 1.931 -2.402
C 1.662 1.514 -1.669
S 2.433 0.142 -2.501
O 2.401 0.394 -3.909
O 3.672 -0.172 -1.863
O 1.386 -1.042 -2.257
H -2.837 0.930 -5.590
H -1.077 1.011 -5.462
H -1.191 3.339 -4.644
H -2.979 3.310 -4.778
H -0.599 2.804 -0.699
H -1.044 1.124 -0.949
H 0.149 1.195 -3.168
H 0.517 2.879 -2.923
H 1.486 1.242 -0.626
H 2.423 2.292 -1.721
H 1.105 -1.048 -1.327
C -3.212 -1.370 0.572
C -2.195 -2.298 -0.073
O -0.972 -2.376 0.648
C -1.081 -2.846 1.981
C -1.633 -4.256 2.101
H -2.772 -0.379 0.701
H -4.100 -1.280 -0.053
H -3.530 -1.724 1.553
H -1.918 -1.917 -1.057
H -2.618 -3.295 -0.230
H -1.670 -2.149 2.587
H -0.064 -2.821 2.370
H -2.663 -4.326 1.749
H -1.620 -4.567 3.146
H -1.027 -4.954 1.523
C 1.325 -0.808 4.638
C 2.138 -0.856 3.356
O 2.290 0.400 2.717
C 2.955 1.401 3.469
C 4.370 1.034 3.880
H 0.340 -0.378 4.451
H 1.194 -1.818 5.030
H 1.812 -0.216 5.413
H 1.628 -1.481 2.623
H 3.115 -1.316 3.536
H 2.362 1.682 4.347
H 2.979 2.270 2.810
H 4.392 0.187 4.566
H 4.837 1.880 4.386
H 4.969 0.780 3.005
*
```

Its structure (SMILES) is O=C(OCCF)OCCCS(=O)(=O)O.CCOCC.CCOCC. As for the maximum force: 0.01460 Eh/bohr. The value obtained for the highest occupied orbital energy is -10.00 eV. Its LUMO energy is 0.5 eV.

Atomic partial charges in e from the Löwdin method, atoms 1 to 8: number 1, O, carries 0.18; number 2, C, carries -0.59; number 3, O, carries 0.00; number 4, C, carries -0.12; number 5, C, carries -0.17; number 6, F, carries -0.04; number 7, O, carries 0.02; number 8, C, carries -0.14

---

A gas-phase ion, C6H7O (charge +1). Source: the Open Molecules 2025 dataset; level of theory: ωB97M-V/def2-TZVPD.

```
! wB97M-V def2-TZVPD RIJCOSX def2/J DEFGRID3
* xyz 1 3
C -0.227 0.153 1.934
C 0.867 -0.709 0.335
C -0.995 0.863 -0.066
C 1.747 -1.619 0.589
C -1.956 1.488 -0.732
C 0.192 0.119 -0.659
O -1.035 0.868 1.327
H -0.205 0.112 3.011
H 2.337 -2.055 -0.210
H 1.953 -1.997 1.577
H -2.747 2.017 -0.227
H -1.974 1.464 -1.808
H 0.894 0.868 -1.049
H -0.162 -0.488 -1.495
*
```

The expectation value of S² is 2.008. As for the maximum force: 0.06168 Eh/bohr. The value obtained for the highest occupied orbital energy (spin up / spin down) is -12.32 / -14.43 eV. Its LUMO energy (spin up / spin down) is -4.8 / -8.8 eV.

Atomic partial charges in e from the Löwdin method, atoms 1 to 8: number 1, C, carries 0.10; number 2, C, carries 0.01; number 3, C, carries -0.28; number 4, C, carries 0.13; number 5, C, carries 0.15; number 6, C, carries -0.07; number 7, O, carries 0.06; number 8, H, carries 0.14

---

H4N3OPS in the gas phase. Source: the Open Molecules 2025 dataset; level of theory: ωB97M-V/def2-TZVPD.

```
! wB97M-V def2-TZVPD RIJCOSX def2/J DEFGRID3
* xyz 0 1
N 0.777 -0.341 1.235
N -1.526 0.714 0.428
N 0.185 -0.523 -1.353
O 0.474 1.891 -0.539
P 0.208 0.548 -0.031
S -2.895 0.046 0.080
H 0.286 -1.221 1.208
H -1.534 1.674 0.790
H 0.630 -1.370 -1.200
H 0.567 -0.113 -2.144
*
```

As for the maximum force: 0.06961 Eh/bohr. The value obtained for the highest occupied orbital energy (spin up / spin down) is -8.61 / -9.42 eV. Its LUMO energy (spin up / spin down) is -3.0 / -1.6 eV.

Atomic partial charges in e from the Löwdin method, atoms 1 to 8: number 1, N, carries -0.05; number 2, N, carries -0.67; number 3, N, carries -0.03; number 4, O, carries -0.31; number 5, P, carries 0.34; number 6, S, carries 0.65; number 7, H, carries -0.01; number 8, H, carries 0.04

---

A molecular structure, C11H10Cl5MnO2Se2. Source: the Open Molecules 2025 dataset; level of theory: ωB97M-V/def2-TZVPD.

```
! wB97M-V def2-TZVPD RIJCOSX def2/J DEFGRID3
* xyz -1 6
Mn 0.123 2.910 1.778
O -0.056 7.045 -1.911
C -0.058 5.659 -2.236
C 0.070 4.813 -0.955
C 0.013 3.376 -1.498
O 0.068 2.316 -0.542
C 1.453 5.140 -0.373
Se 1.960 4.534 1.442
C -1.095 5.210 -0.019
Se -2.106 3.805 0.961
H -0.154 7.545 -2.724
H 0.780 5.429 -2.907
H -0.994 5.394 -2.745
H 0.868 3.229 -2.164
H -0.899 3.257 -2.091
H -0.864 2.164 -0.298
H 1.551 6.224 -0.341
H 2.214 4.762 -1.061
H -1.846 5.752 -0.592
H -0.720 5.888 0.744
Cl 0.507 -0.468 1.277
C 0.228 -0.057 2.954
C 0.077 1.285 3.257
C -0.167 1.563 4.597
Cl -0.399 3.232 5.071
C -0.245 0.586 5.583
Cl -0.555 0.992 7.235
C -0.078 -0.752 5.225
Cl -0.180 -1.992 6.423
C 0.159 -1.080 3.895
Cl 0.351 -2.735 3.434
*
```

The expectation value of S² is 8.761. As for the maximum force: 0.00588 Eh/bohr. The value obtained for the highest occupied orbital energy (spin up / spin down) is -4.28 / -4.62 eV. Its LUMO energy (spin up / spin down) is 2.6 / 2.6 eV.

Atomic partial charges in e from the Löwdin method, atoms 1 to 8: number 1, Mn, carries 0.35; number 2, O, carries -0.06; number 3, C, carries -0.24; number 4, C, carries -0.56; number 5, C, carries -0.23; number 6, O, carries -0.22; number 7, C, carries -0.57; number 8, Se, carries 0.46

---

C5H6O in the gas phase. Source: the Open Molecules 2025 dataset; level of theory: ωB97M-V/def2-TZVPD.

```
! wB97M-V def2-TZVPD RIJCOSX def2/J DEFGRID3
* xyz 0 1
C -1.238 -0.349 -1.604
C -0.496 -0.625 -0.357
C -0.211 0.045 0.775
C 1.022 -0.216 1.656
C 1.089 0.765 0.567
O 0.086 1.617 0.905
H -2.187 -0.877 -1.426
H -0.776 -0.907 -2.428
H -1.493 0.665 -1.957
H 1.457 -1.208 1.556
H 1.046 0.245 2.638
H 1.701 0.846 -0.326
*
```

As for the maximum force: 0.01545 Eh/bohr. The value obtained for the highest occupied orbital energy is -7.94 eV. Its LUMO energy is 0.8 eV.

Atomic partial charges in e from the Löwdin method, atoms 1 to 8: number 1, C, carries -0.13; number 2, C, carries 0.00; number 3, C, carries -0.25; number 4, C, carries 0.00; number 5, C, carries -0.25; number 6, O, carries 0.01; number 7, H, carries 0.09; number 8, H, carries 0.07